Density functional theory data (ωB97M-V/def2-TZVPD) for a single C5H11O2P molecule at a distorted geometry.

Each line ends with the Löwdin charge.
Cartesian coordinates (Å):
1 C 0.914 1.181 -0.405  -0.171
2 C -0.353 1.496 -1.336  -0.411
3 C 0.452 0.418 0.875  -0.411
4 C -0.018 -0.998 0.530  -0.157
5 C -0.895 -1.771 1.521  -0.118
6 O 1.558 0.526 1.836  -0.086
7 O -0.866 -0.720 -2.763  -0.370
8 P -1.553 0.120 -1.658  0.879
9 H 1.605 0.675 -1.033  0.091
10 H 1.307 2.095 -0.102  0.078
11 H -1.028 2.252 -0.846  0.071
12 H -0.191 1.946 -2.319  0.058
13 H -0.261 1.004 1.512  0.148
14 H 0.722 -1.507 -0.024  0.071
15 H -1.668 -2.364 0.936  0.083
16 H -1.201 -1.026 2.156  0.029
17 H -0.414 -2.668 2.004  0.081
18 H 1.924 -0.375 2.027  0.101
19 H -0.034 -0.285 -2.913  0.032

Computed properties:
Relative energy (zero: lowest compared OMol25 entry of this formula, charge and spin) in eV: 2.409
Max |F| in eV/Å: 4.629
LUMO (spin up / spin down) in eV: 0.027 / 0.144
Total energy in hartree: -688.8256
Orbital gap (spin up / spin down) in eV: 7.15 / 7.98
Total charge: 0
HOMO level (spin up / spin down) in Eh: -0.2617 / -0.2880